1.
ORCA calculation (ωB97M-V/def2-TZVPD) on a cluster of 9 separate species, C15H48N6O15 in total in a non-equilibrium geometry.

Results
multiplicity = 1
maximum force = 3.7 eV/A
energy above the lowest of the compared OMol25 structures with the same formula, charge and spin = 80.5 kJ/mol
LUMO energy = 0.250 eV
frontier orbital gap = 10.00 eV

Structure (XYZ):
```
84
Properties=species:S:1:pos:R:3:forces:R:3:mulliken_charge:R:1
C -3.6085 3.3253 1.5915 -0.5 -0.8 -0.2 0.373
O -4.7634 3.4298 2.0256 2.7 0.2 -0.8 -0.631
N -2.4486 3.9948 2.1418 -2.6 -2.0 -1.5 -0.265
N -3.3391 2.3240 0.4967 1.3 1.9 2.9 -0.135
H -2.5969 4.6320 2.9133 0.0 -0.2 -0.5 0.206
H -1.6009 3.9504 1.5959 0.2 0.3 0.4 0.255
H -2.3589 2.2349 0.2355 -0.2 -0.1 0.1 -0.014
H -3.9109 2.3471 -0.3137 -0.9 0.4 -0.3 0.176
C -1.8609 -2.6571 2.0520 -0.5 1.2 0.9 0.564
O -1.5489 -3.3021 3.0762 0.0 0.5 -1.4 -0.832
N -2.4436 -3.2226 0.9344 0.5 0.0 0.7 -0.209
N -1.7681 -1.2550 2.0333 -0.3 -2.5 -0.8 -0.015
H -2.5171 -2.7447 0.0433 0.1 0.1 0.1 0.090
H -2.5295 -4.2293 0.9073 0.2 0.3 0.2 0.252
H -1.4613 -0.7775 2.8518 0.2 0.1 0.2 0.120
H -1.9897 -0.7682 1.1796 0.1 0.4 0.1 -0.090
C 1.9314 -1.6924 3.3022 0.8 -0.5 -0.6 0.376
O 1.4985 -0.8028 2.5238 0.8 -1.7 1.9 -0.519
N 1.2673 -2.7794 3.7939 -0.6 1.6 -1.0 -0.245
N 3.3280 -1.7902 3.6305 -1.0 0.4 0.4 -0.501
H 0.2759 -2.9864 3.5935 0.3 0.2 0.0 0.213
H 1.7713 -3.3031 4.4652 0.0 -0.6 0.4 0.149
H 3.7962 -0.8976 3.7364 -0.2 -0.1 -0.2 0.269
H 3.5753 -2.4315 4.4008 -0.3 0.6 -0.8 0.196
C 2.4334 0.9960 -3.4709 -0.6 -0.7 -1.7 0.278
C 3.6342 1.8993 -3.3861 0.2 0.3 -1.0 -0.303
O 3.8160 2.5703 -4.6773 0.2 -0.2 0.7 -0.560
O 1.3523 1.5971 -4.1804 -0.4 0.2 0.8 -0.544
H 2.1057 0.6448 -2.5005 -0.1 0.4 0.4 -0.400
H 2.6197 0.0610 -4.0302 0.6 0.2 0.2 0.202
H 4.5139 1.2664 -3.1904 -0.1 0.5 0.4 0.258
H 3.4316 2.6954 -2.6683 0.3 -0.3 0.4 0.360
H 4.4040 3.3311 -4.5181 -0.4 -0.5 -0.2 0.310
H 1.6977 2.2671 -4.7804 0.3 -0.1 0.0 0.350
C -4.8234 -0.0233 -2.3345 -0.8 -1.0 0.4 -0.531
C -4.8873 -0.4943 -0.8392 0.3 1.0 -1.3 0.609
O -6.0187 0.1087 -0.2808 -0.6 0.4 0.7 -0.602
O -3.9944 -0.9455 -3.0676 -0.1 0.9 -0.5 -0.529
H -4.4282 1.0002 -2.3529 0.1 -0.2 -0.1 0.294
H -5.7929 -0.0166 -2.8675 0.1 0.0 0.8 0.352
H -4.0008 -0.0033 -0.4350 0.3 -0.8 0.5 -0.450
H -4.9193 -1.5928 -0.7068 0.3 0.5 -0.3 0.205
H -5.8127 0.5048 0.5843 0.0 -0.2 -0.5 0.371
H -3.9230 -0.5464 -3.9461 0.2 -0.4 0.1 0.259
C 3.8502 -1.8048 -0.0570 0.9 -0.5 -0.3 -0.428
C 4.2201 -1.9747 -1.5209 -0.2 0.7 -0.7 0.158
O 5.5975 -2.3070 -1.6677 0.0 -0.2 0.5 -0.583
O 2.7701 -0.9503 0.0346 -1.1 0.6 -1.1 -0.058
H 4.6842 -1.2940 0.3965 0.8 -0.3 0.5 0.383
H 3.6165 -2.7542 0.4283 0.4 -0.2 0.1 0.320
H 4.0217 -1.0000 -1.9764 0.2 0.3 0.0 -0.236
H 3.5320 -2.6266 -2.0461 0.0 -0.7 0.0 0.182
H 5.8397 -2.6734 -2.5263 -0.6 0.1 0.1 0.331
H 2.6076 -0.7444 0.9509 -0.4 0.0 0.8 -0.083
C -0.0281 -0.0388 -0.6951 0.0 0.7 0.2 0.076
C 0.6092 1.1979 -0.0889 -0.7 -0.8 0.4 -0.970
O 0.2136 1.2743 1.2756 0.1 1.0 0.7 -0.197
O -1.4362 0.1550 -0.7552 0.0 -0.3 0.0 -0.186
H 0.2448 -0.8923 -0.0420 -0.1 0.3 -0.4 0.489
H 0.3732 -0.1803 -1.6951 0.0 -0.2 -0.2 0.212
H 0.2385 2.1513 -0.4821 0.1 -0.4 -0.5 0.659
H 1.6748 1.0842 -0.2773 0.3 0.3 0.4 0.209
H 0.4559 0.5289 1.8486 0.4 -0.2 -0.6 0.242
H -1.7585 -0.5847 -1.2872 -0.3 -0.2 -0.1 -0.024
C -1.4071 -3.4716 -2.4036 -0.6 1.4 0.3 -0.619
C 0.0403 -3.0255 -2.5060 -0.4 0.5 -0.3 0.304
O 0.8269 -4.1801 -2.6665 0.5 -0.1 0.6 -0.582
O -2.2521 -2.4366 -1.8898 0.7 0.1 1.0 -0.358
H -1.4469 -4.3075 -1.7290 -0.2 -0.6 0.1 0.327
H -1.8089 -3.6733 -3.3858 0.2 -0.8 -0.3 0.328
H 0.4030 -2.4200 -1.6607 -0.3 -0.6 0.0 -0.320
H 0.0971 -2.3624 -3.3682 0.3 0.2 -0.2 0.285
H 0.9753 -4.3398 -3.5891 0.1 -0.1 -0.6 0.334
H -2.9231 -2.0970 -2.4971 -0.1 0.0 -0.3 0.201
C 0.7932 4.5398 3.1012 1.2 0.3 0.3 -0.495
C 1.0684 3.4944 4.1618 -1.0 0.5 0.3 -0.354
O 0.7794 4.0970 5.4290 0.6 -0.1 0.0 -0.551
O 0.7558 4.1138 1.7725 -0.2 -0.7 -0.8 -0.535
H 1.6255 5.2356 3.1932 -0.2 0.6 0.0 0.232
H -0.1318 5.0472 3.3839 -0.1 0.1 -0.2 0.380
H 2.1051 3.1553 4.1608 -0.2 -0.1 0.1 0.311
H 0.3459 2.7084 4.0221 0.1 -1.0 -0.2 0.294
H -0.1616 4.2881 5.4191 -0.1 0.0 0.2 0.315
H 0.8832 3.1496 1.6729 -0.3 0.2 0.4 0.295
```
Positions in Å, forces in eV/Å.



2.
ORCA calculation (ωB97M-V/def2-TZVPD) on a cluster of 5 separate species, C29H65N7O5 in total in a non-equilibrium geometry.

Results
multiplicity = 1
maximum force = 6.3 eV/A
energy above the lowest of the compared OMol25 structures with the same formula, charge and spin = 415.2 kJ/mol
LUMO energy = 0.369 eV
frontier orbital gap = 8.38 eV

Structure (XYZ):
```
106
Properties=species:S:1:pos:R:3:forces:R:3:mulliken_charge:R:1
C -6.0786 -3.8712 -1.1458 -0.6 -0.3 4.4 0.591
O -6.3666 -3.8672 0.0501 0.4 0.4 0.1 -0.657
N -4.9630 -4.3094 -1.6396 3.2 -1.7 -0.6 -0.356
N -6.8598 -3.4029 -2.0443 -4.6 2.9 -3.2 -0.397
H -4.4759 -4.8410 -0.9323 0.4 -0.5 -0.7 0.239
H -5.1200 -4.6149 -2.5894 1.2 -0.5 0.1 0.188
H -6.9342 -3.6659 -3.0166 0.4 0.2 0.3 0.176
H -7.5329 -2.7449 -1.6782 -0.3 -0.4 -0.4 0.229
C -3.2382 0.6167 6.0347 -0.5 -2.3 1.0 0.640
O -3.4191 -0.3256 6.7973 0.7 -0.2 0.2 -0.673
N -4.1083 1.5872 5.9319 -1.4 2.3 -0.5 -0.384
N -2.2139 0.7277 5.1817 1.2 -0.4 -0.1 -0.295
H -4.9517 1.5505 6.4863 0.2 0.3 -0.4 0.234
H -3.8765 2.2441 5.2005 -1.1 0.4 0.6 0.162
H -2.2859 1.3598 4.3973 0.7 -0.6 0.1 0.198
H -1.5523 -0.0221 5.3238 0.3 0.3 -1.0 0.122
C 1.5125 -2.1991 1.5427 -0.6 1.3 1.7 -1.243
C 0.5945 -1.4050 2.6095 1.0 3.0 0.1 1.061
C -0.1146 -0.1123 1.9613 1.5 1.1 -1.0 -1.294
C -1.2534 -0.2631 0.9902 0.3 -1.2 0.8 0.462
C -2.2085 -1.1737 1.7105 0.5 -1.1 -0.6 -1.529
C -1.5902 -2.4174 2.4263 -2.7 -1.1 0.6 1.697
N -0.4501 -2.1923 3.2173 2.5 3.1 0.3 0.961
O 0.0952 -3.2067 4.0243 0.0 -0.9 -0.9 -0.552
C -2.6252 -2.7176 3.4932 -1.8 -0.8 0.4 -2.106
C -1.5622 -3.6410 1.5068 1.0 -0.2 -0.2 -1.856
C 1.5175 -0.5987 3.7140 -0.4 -2.5 -0.6 -1.727
H 1.6619 -3.2078 1.9278 -0.4 -0.2 -0.4 0.335
H 2.5214 -1.7887 1.5004 -0.1 0.4 -0.1 0.498
H 1.0499 -2.0904 0.5617 0.1 -0.6 0.0 0.032
H -0.3324 0.7203 2.6302 -0.4 -0.7 1.1 0.291
H 0.6164 0.4570 1.3872 1.0 -0.5 -0.1 0.452
H -0.8387 -0.7378 0.1009 -0.3 -0.1 -0.2 -1.125
H -1.7573 0.6577 0.6963 0.3 0.2 0.1 0.723
H -2.7933 -1.6622 0.9311 -1.0 0.3 0.5 0.518
H -2.7851 -0.6706 2.4867 -0.2 0.3 -0.4 0.513
H -2.6102 -2.0878 4.3827 0.7 0.0 0.1 0.400
H -3.6484 -2.5183 3.1748 -0.1 -0.5 -0.5 0.407
H -2.5580 -3.7733 3.7563 -0.2 0.0 0.4 0.477
H -2.4924 -3.7984 0.9610 0.0 0.2 0.1 0.456
H -0.7252 -3.5624 0.8130 -0.1 0.0 -0.3 0.199
H -1.3581 -4.5335 2.0983 0.0 0.0 0.1 0.408
H 2.2103 0.0707 3.2041 -0.1 0.0 0.0 0.339
H 2.0723 -1.3605 4.2618 0.4 0.0 -0.1 0.471
H 0.9798 -0.0855 4.5113 -0.5 0.2 -0.5 0.277
H -0.4350 -3.2495 4.8235 -0.2 0.3 0.1 0.356
C 0.9908 4.5353 -0.7088 -1.8 0.0 -0.9 -1.910
C 2.2097 5.4181 -0.5578 0.5 -1.8 1.3 2.135
C 2.1071 6.5235 0.5195 -2.5 1.2 -2.2 -1.556
C 2.3363 6.2769 1.9502 1.6 -1.5 0.4 -0.672
C 3.6262 5.4343 1.9939 0.3 1.4 -0.4 -1.618
C 3.6304 4.0840 1.1388 -1.8 0.3 2.2 2.027
N 3.3601 4.5193 -0.2063 0.5 1.1 -2.8 0.189
O 3.3882 3.5186 -1.3152 0.1 0.2 2.1 -0.474
C 5.0183 3.5048 1.2852 -0.1 -0.1 -0.2 -2.131
C 2.5478 3.1116 1.8129 1.4 0.1 -0.3 -1.815
C 2.4136 6.1030 -1.8794 0.7 0.9 -0.7 -2.306
H 0.5512 4.0959 0.1866 0.4 -0.1 0.0 0.302
H 1.1123 3.8230 -1.5249 0.8 -0.7 0.7 0.482
H 0.1557 5.0197 -1.2148 -0.2 1.1 0.5 0.483
H 2.5623 7.4086 0.0752 1.2 -0.1 0.6 0.576
H 1.0915 6.9061 0.4193 -0.6 -0.2 -0.1 0.391
H 1.5533 5.7131 2.4574 -0.3 0.2 -0.2 0.314
H 2.4912 7.2159 2.4815 -0.1 0.0 0.1 0.411
H 4.0266 5.5380 3.0024 -0.1 -1.7 0.4 0.423
H 4.3660 6.0909 1.5361 0.2 -0.1 -0.7 0.512
H 5.7608 4.2149 0.9212 0.0 -0.1 -0.4 0.476
H 5.2638 3.3865 2.3406 -0.2 -0.4 0.0 0.389
H 5.0293 2.5576 0.7460 0.5 0.0 0.1 0.420
H 2.9878 2.8580 2.7774 -0.4 0.3 0.4 0.490
H 1.5502 3.5441 1.8883 0.3 0.0 0.2 0.329
H 2.4576 2.1253 1.3578 0.0 0.2 -0.7 0.412
H 2.4494 5.5494 -2.8176 -0.4 -0.7 0.4 0.383
H 3.3627 6.6385 -1.9008 0.0 0.3 0.3 0.520
H 1.5885 6.8097 -1.9689 0.1 0.2 -0.2 0.457
H 4.1563 3.7840 -1.8262 0.2 0.1 0.1 0.321
C -0.1492 -1.4641 -6.4779 0.4 0.0 1.7 -1.841
C 0.4049 -1.6090 -4.9620 0.8 -0.3 -1.8 1.306
C -0.3897 -0.5932 -4.1056 0.0 -0.8 -1.1 -1.344
C -0.5217 -0.8516 -2.6372 -0.3 -1.7 0.6 -0.538
C -0.7954 -2.3429 -2.2798 -0.3 0.7 -1.1 -0.557
C 0.1700 -3.3292 -3.0015 -0.8 -0.7 0.0 2.047
N 0.1218 -2.9815 -4.4829 -1.8 1.5 1.9 0.430
O 0.6941 -3.9281 -5.2983 0.7 -0.8 -0.3 -0.519
C 1.5432 -3.2645 -2.3681 1.5 0.8 -0.4 -1.631
C -0.4331 -4.7347 -2.7698 -0.9 -0.3 -1.4 -2.115
C 1.9383 -1.3057 -5.0435 -1.5 0.8 0.2 -1.858
H 0.0281 -0.4245 -6.7532 -0.2 0.1 0.0 0.390
H -1.2198 -1.6687 -6.4650 0.0 0.0 -0.2 0.482
H 0.3497 -2.0734 -7.2316 0.1 -0.2 0.3 0.369
H 0.0265 0.4098 -4.1994 -0.1 0.0 -0.5 0.398
H -1.3660 -0.6645 -4.5849 -0.3 0.5 0.3 0.389
H -1.4326 -0.3507 -2.3094 0.5 0.6 0.4 0.648
H 0.3937 -0.5321 -2.1391 -0.2 0.3 0.4 0.221
H -1.8268 -2.5681 -2.5510 -0.1 -0.1 -0.7 0.661
H -0.9124 -2.4433 -1.2008 1.0 -0.3 0.2 -0.597
H 1.5237 -2.3778 -1.7344 0.6 -0.3 0.5 0.194
H 1.9916 -4.1366 -1.8923 -1.0 -0.2 0.6 0.361
H 2.3542 -3.0913 -3.0755 -0.3 0.3 -0.5 0.363
H -1.3934 -4.8067 -3.2805 -0.5 0.5 0.0 0.509
H 0.0502 -5.5627 -3.2885 0.9 0.1 0.5 0.431
H -0.6734 -4.9963 -1.7393 0.6 0.3 0.1 0.312
H 2.1967 -1.0340 -4.0201 1.0 -0.7 -0.1 0.447
H 2.1096 -0.3881 -5.6063 -0.2 0.1 -0.2 0.466
H 2.4433 -2.0859 -5.6132 0.3 -0.2 0.8 0.350
H -0.0879 -4.3821 -5.6207 0.2 -0.3 -0.3 0.346
```
Positions in Å, forces in eV/Å.



Which of these has the highest maximum force? C29H65N7O5



LUMO energy of number 1 (C15H48N6O15)? 0.250 eV